1.
68
Properties=species:S:1:pos:R:3:forces:R:3:nbo_charge:R:1 method="wB97M-V/def2-TZVPD" orbital_gap_ev=8.997 total_energy_ev=-64387.172 e_homo_ev=-6.883 total_charge=-1
Cl 18.045330 13.427960 -10.918768 -1.0 1.5 1.9 2.42
O 17.057773 14.550529 -10.756890 1.6 -2.3 -1.1 -0.86
O 19.378427 13.994645 -10.506978 -2.9 -2.5 -0.7 -0.81
O 17.596450 12.325849 -9.931188 1.2 1.9 -3.3 -0.88
O 18.032297 12.937637 -12.345999 0.7 0.5 3.4 -0.84
O 18.161383 10.505466 -14.195324 -0.7 -0.4 -0.5 -1.05
H 18.954134 11.077424 -14.282841 -0.5 -0.4 0.3 0.48
H 18.026284 10.212123 -13.279984 0.6 0.2 -0.7 0.47
O 21.134851 13.218696 -12.512108 -0.3 -1.6 -0.2 -0.99
H 22.041961 13.401929 -12.712305 0.5 0.5 0.0 0.48
H 20.639449 14.027144 -12.385589 0.0 1.5 0.2 0.52
O 20.850130 15.766841 -8.854716 3.3 -1.0 1.0 -0.94
H 21.009228 15.744141 -7.905336 0.1 0.4 0.0 0.46
H 19.945512 15.888495 -8.968233 -2.8 1.1 -0.7 0.50
O 15.173522 13.834460 -8.663934 -0.7 0.7 -0.2 -1.01
H 15.606043 13.113071 -8.218337 0.4 -0.5 1.2 0.48
H 15.092960 13.470106 -9.551134 -0.4 0.2 -0.5 0.49
O 19.387599 14.715583 -14.850668 0.6 1.0 -0.3 -0.95
H 19.270152 14.597056 -15.791962 -0.1 -0.2 -0.2 0.47
H 18.936681 13.986119 -14.456662 -0.6 -0.9 0.2 0.48
O 20.126316 11.976503 -14.684563 0.3 -0.5 -1.7 -0.96
H 20.419319 12.501616 -13.944418 0.9 0.4 0.9 0.51
H 20.818519 11.353152 -14.950262 -0.2 0.4 0.4 0.48
O 14.951785 15.586510 -12.538103 0.6 -2.5 -1.7 -0.94
H 14.335567 14.895386 -12.870592 0.3 1.1 0.2 0.48
H 14.441159 16.270357 -12.189688 -1.4 1.9 1.1 0.50
O 15.053662 16.537768 -9.763140 -0.3 2.3 -1.0 -0.96
H 15.311132 15.653174 -9.888380 0.6 -1.8 0.1 0.48
H 14.520888 16.563262 -8.983877 -0.3 -0.2 0.8 0.47
O 14.453245 13.425933 -11.182916 -0.7 -2.3 -0.5 -0.98
H 14.931546 14.216029 -11.440603 0.8 0.2 -0.2 0.50
H 14.803099 12.644780 -11.680428 -0.2 1.3 0.6 0.48
O 19.936736 15.768986 -12.305788 0.5 -0.6 -2.7 -0.98
H 19.282110 15.442868 -12.973302 0.7 1.1 0.4 0.49
H 19.499713 15.634603 -11.491639 -0.7 0.4 1.6 0.49
O 17.377584 16.525313 -13.576551 -0.1 0.0 0.0 -0.94
H 16.802107 15.948904 -13.079472 -0.2 -0.2 1.4 0.48
H 16.965164 16.277039 -14.395623 0.3 0.3 -1.4 0.46
O 16.607311 11.958170 -7.490054 -1.0 0.0 2.0 -0.93
H 16.108527 11.198501 -7.758427 -0.3 -0.9 0.0 0.47
H 17.149214 12.140068 -8.227148 1.5 0.3 -1.4 0.49
O 17.303030 15.422856 -7.890813 -0.1 1.4 0.0 -0.99
H 16.643857 14.872375 -8.311662 -0.7 -0.5 -0.1 0.49
H 18.002587 14.854169 -7.609170 0.6 -0.8 0.6 0.48
O 17.730579 9.744098 -11.775758 1.6 0.7 -0.2 -0.91
H 17.036247 10.329510 -11.583059 -1.5 1.4 0.5 0.48
H 17.422666 8.891853 -11.605246 -0.6 -2.3 0.5 0.48
O 17.896133 9.170758 -8.862936 -0.5 -1.4 0.1 -0.97
H 17.097687 9.383487 -9.341658 0.0 0.4 0.0 0.44
H 18.318051 9.981082 -8.567909 0.4 0.8 0.2 0.51
O 19.515609 11.271359 -8.206414 -0.1 -0.3 -0.4 -1.00
H 19.329814 12.188904 -7.966513 -0.2 -0.1 0.2 0.48
H 19.684815 11.404663 -9.153809 0.6 -0.5 -0.2 0.50
O 16.468286 13.123486 -14.437095 -2.9 0.8 -0.8 -0.95
H 17.006180 12.939368 -13.676402 0.1 -0.3 0.7 0.49
H 15.525261 13.279753 -14.117760 2.2 -0.4 -0.5 0.44
O 21.817900 13.097629 -9.281745 0.1 -0.6 0.4 -0.95
H 21.500874 13.982257 -9.414687 -0.8 1.0 -0.3 0.49
H 22.746349 13.231015 -9.423028 0.9 -0.3 -0.1 0.45
O 19.410994 13.720634 -7.288544 1.6 -0.6 1.9 -0.97
H 19.929383 13.197921 -6.585379 -1.2 1.2 -1.4 0.50
H 20.114240 14.133254 -7.822609 -0.2 -0.4 -0.2 0.50
O 18.668225 16.608389 -9.993688 2.8 -2.0 0.5 -0.99
H 18.138257 15.921919 -9.594064 -1.0 0.0 0.4 0.51
H 18.141258 17.310356 -10.210015 -2.2 2.6 -0.7 0.48
O 20.195896 10.917600 -11.104859 2.3 1.1 0.0 -0.98
H 19.289853 10.719984 -11.087162 -2.0 -0.6 -0.3 0.48
H 20.327599 11.777519 -11.566109 0.0 -0.7 0.4 0.50

=====

2.
10
Properties=species:S:1:pos:R:3:forces:R:3:nbo_charge:R:1 method="wB97M-V/def2-TZVPD" orbital_gap_ev=8.433 total_energy_ev=-11985.626 e_homo_ev=-25.221 total_charge=+3
H 1.745361 0.492995 -2.127664 0.0 0.2 0.0 0.29
O 0.078905 1.204967 -1.213639 -1.8 1.3 1.1 -0.71
C 0.970064 0.390077 -1.352591 1.7 -1.5 -0.7 0.54
C 1.010887 -0.870707 -0.480310 2.7 2.1 0.0 0.36
F 2.200175 -0.913703 0.150398 -1.1 0.1 -0.5 -0.22
H 0.916631 -1.768510 -1.109354 -0.8 -0.2 0.5 0.30
O -0.009404 -0.584044 0.558115 -1.0 -0.1 -2.4 -0.46
Y -1.376896 1.242206 0.444994 0.9 -0.2 -0.4 2.73
O -0.299069 -1.909962 0.858311 0.1 -2.3 3.0 -0.33
H -1.127676 -2.256671 0.489401 -0.7 0.5 -0.6 0.51